# 1
A single C5H11N molecule. Source: the Open Molecules 2025 dataset; level of theory: ωB97M-V with the def2-TZVPD basis set.

Values from the calculation:
spin multiplicity: 1
LUMO: 1.24 eV
SMILES: CC[C@H]1CN1C
gap between HOMO and LUMO: 10.34 eV
energy relative to the best compared isomer or geometry (same formula, charge and spin): 29.7 kcal per mole

Last column: Mulliken charge in e.
CARTESIAN COORDINATES (ANGSTROEM)
C 2.3924 -0.0413 0.0176  -1.1595
C 1.1628 -0.6673 -0.6363  -0.7435
C -0.1447 -0.4553 0.1177  0.3026
C -0.4492 0.7463 0.9438  -0.5169
N -1.0516 0.5712 -0.3612  -0.3482
C -2.4631 0.2392 -0.3801  -0.8546
H 2.3074 1.0492 0.0760  0.3086
H 2.5350 -0.4232 1.0349  0.3101
H 3.2940 -0.2711 -0.5603  0.3634
H 1.0369 -0.2649 -1.6475  0.2822
H 1.3319 -1.7453 -0.7442  0.3059
H -0.6225 -1.3715 0.4758  0.3718
H 0.2708 1.5573 1.0316  0.2176
H -1.0790 0.6018 1.8240  0.2707
H -2.6992 -0.2851 -1.3123  0.2838
H -3.0530 1.1612 -0.3458  0.2780
H -2.7690 -0.4012 0.4664  0.3280

=====

# 2
3 unconnected molecules or ions with the total composition CH2FNO at a distorted geometry. Source: the Open Molecules 2025 dataset; level of theory: ωB97M-V with the def2-TZVPD basis set.

Values from the calculation:
spin multiplicity: 1
LUMO: -0.35 eV
gap between HOMO and LUMO: 11.00 eV
energy relative to the best compared isomer or geometry (same formula, charge and spin): 114.0 kcal per mole

Last column: Mulliken charge in e.
CARTESIAN COORDINATES (ANGSTROEM)
C -1.1417 -0.3705 -0.9268  0.5302
N -0.7250 -0.3370 0.1862  -0.1280
O -1.1957 -0.5718 -2.0434  -0.2963
F -1.2851 0.1482 1.3514  -0.1075
H 2.5119 0.5423 0.9945  0.1775
H 1.8356 0.5887 0.4381  -0.1759

=====

Calculated DFT total energy (a.u.), listed in the same order as above: -251.8152; -269.0057